No. 1
The following is a quantum chemistry calculation of a gas-phase ion, C5H11NO (charge +1) in a non-equilibrium geometry, from the OMol25 dataset.

The geometry in XYZ format:
```
18
C5H11NO (ωB97M-V/def2-TZVPD)
C -1.948 0.088 -1.377
C -0.575 0.684 -1.311
N 0.275 0.323 -0.262
C 0.147 -0.829 0.573
C 0.318 -0.559 2.105
C 1.656 0.918 -0.320
O -0.073 1.164 -2.312
H -2.654 0.679 -1.952
H -2.394 -0.105 -0.401
H -1.870 -0.870 -1.902
H 0.933 -1.535 0.292
H -0.801 -1.314 0.363
H 0.014 0.454 2.344
H 1.313 -0.807 2.471
H -0.288 -1.323 2.586
H 1.701 1.727 0.406
H 2.314 0.123 0.029
H 1.931 1.181 -1.331
```

Computed properties:
Net charge: +1
Molar mass, g/mol: 101.1
Relative energy (zero: lowest compared OMol25 entry of this formula, charge and spin), kJ/mol: 125.11
Gap between HOMO and LUMO (spin up / spin down), eV: 12.44 / 7.40
Spin multiplicity: 2



No. 2
The following is a quantum chemistry calculation of a gas-phase ion, C5H11NO (charge +1) in a non-equilibrium geometry, from the OMol25 dataset.

The geometry in XYZ format:
```
18
C5H11NO (ωB97M-V/def2-TZVPD)
O 1.197 1.667 -0.893
C 0.294 1.706 -1.664
N -0.614 0.586 -1.784
C -0.307 -0.628 -1.147
C -0.877 -0.874 0.275
C -0.283 0.049 1.337
C 1.101 -0.380 1.774
H -0.009 2.591 -2.229
H -1.107 0.600 -2.679
H 0.783 -0.718 -1.085
H -0.633 -1.415 -1.837
H -0.666 -1.899 0.560
H -1.956 -0.698 0.244
H -0.365 1.107 1.079
H -0.944 -0.096 2.198
H 1.502 0.215 2.598
H 1.024 -1.352 2.261
H 1.859 -0.461 0.994
```

Computed properties:
Net charge: +1
Molar mass, g/mol: 101.1
Relative energy (zero: lowest compared OMol25 entry of this formula, charge and spin), kJ/mol: 174.02
Gap between HOMO and LUMO (spin up / spin down), eV: 11.79 / 6.42
Spin multiplicity: 2



No. 3
The following is a quantum chemistry calculation of C5H11NO2 in the gas phase in a non-equilibrium geometry, from the OMol25 dataset.

The geometry in XYZ format:
```
19
C5H11NO2 (ωB97M-V/def2-TZVPD)
C 1.417 1.411 -0.296
O 0.034 1.357 -0.371
C -0.450 0.468 -1.406
C -0.322 -0.959 -0.919
C -1.100 -1.142 0.382
C -0.100 -1.218 1.549
N 0.212 -0.304 2.386
O -0.464 0.904 2.215
H 1.781 2.013 0.526
H 1.729 1.817 -1.243
H 1.846 0.395 -0.209
H -1.494 0.790 -1.602
H 0.205 0.625 -2.325
H 0.748 -1.217 -0.791
H -0.676 -1.640 -1.723
H -1.784 -0.354 0.635
H -1.713 -2.049 0.299
H 0.483 -2.119 1.602
H -0.350 1.221 1.289
```

Computed properties:
Net charge: 0
Molar mass, g/mol: 117.1
Relative energy (zero: lowest compared OMol25 entry of this formula, charge and spin), kJ/mol: 341.25
Gap between HOMO and LUMO, eV: 10.01



No. 4
The following is a quantum chemistry calculation of C5H11NO2 in the gas phase in a non-equilibrium geometry, from the OMol25 dataset.

The geometry in XYZ format:
```
19
C5H11NO2 (ωB97M-V/def2-TZVPD)
C -0.685 1.309 0.863
C -0.613 -0.173 0.472
C -1.921 -0.566 -0.251
C 0.627 -0.400 -0.456
N 0.759 0.534 -1.563
C 1.876 -0.449 0.420
O 2.169 0.359 1.269
O 2.621 -1.536 0.180
H -1.320 1.838 0.150
H -1.165 1.530 1.822
H 0.277 1.799 0.943
H -0.537 -0.918 1.261
H -1.720 -0.962 -1.256
H -2.418 -1.394 0.248
H -2.650 0.223 -0.391
H 0.584 -1.372 -0.950
H 0.738 1.519 -1.336
H 0.045 0.309 -2.232
H 3.334 -1.651 0.808
```

Computed properties:
Net charge: 0
Molar mass, g/mol: 117.1
Relative energy (zero: lowest compared OMol25 entry of this formula, charge and spin), kJ/mol: 62.92
Gap between HOMO and LUMO, eV: 10.24



No. 5
The following is a quantum chemistry calculation of C5H11NO2 in the gas phase in a non-equilibrium geometry, from the OMol25 dataset.

The geometry in XYZ format:
```
19
C5H11NO2 (ωB97M-V/def2-TZVPD)
C -1.581 -0.582 1.651
N -0.451 0.260 1.254
C 0.813 -0.036 1.946
C -0.412 0.571 -0.078
O -1.436 0.600 -0.748
C 0.888 0.964 -0.729
C 1.334 -0.194 -1.698
O 0.575 -1.359 -1.544
H -2.401 0.059 1.982
H -1.973 -1.194 0.845
H -1.288 -1.206 2.491
H 1.516 -0.710 1.458
H 0.535 -0.417 2.911
H 1.389 0.881 2.077
H 0.759 1.866 -1.317
H 1.705 1.138 -0.029
H 1.407 0.233 -2.701
H 2.334 -0.503 -1.431
H -0.302 -1.272 -1.932
```

Computed properties:
Net charge: 0
Molar mass, g/mol: 117.1
Relative energy (zero: lowest compared OMol25 entry of this formula, charge and spin), kJ/mol: 114.85
Gap between HOMO and LUMO, eV: 10.29



No. 6
The following is a quantum chemistry calculation of 2 unconnected molecules or ions with the total composition C5H11NO2 in a non-equilibrium geometry, from the OMol25 dataset.

The geometry in XYZ format:
```
19
C5H11NO2 (ωB97M-V/def2-TZVPD)
C -0.120 -1.674 0.829
C -1.023 -0.389 0.612
C -0.888 0.628 1.722
O -2.090 -0.540 0.008
H -0.566 -2.214 1.666
H -0.168 -2.296 -0.067
H 0.912 -1.428 1.093
H -1.408 0.280 2.616
H 0.167 0.798 1.949
H -1.336 1.569 1.392
N -0.484 0.601 -2.381
C 0.293 0.963 -1.290
C 1.463 0.359 -0.969
O 2.320 0.904 -0.068
H -0.697 -0.396 -2.385
H -1.369 1.109 -2.396
H 0.121 1.982 -0.946
H 1.765 -0.594 -1.382
H 3.108 0.338 -0.004
```

Computed properties:
Net charge: 0
Molar mass, g/mol: 117.1
Relative energy (zero: lowest compared OMol25 entry of this formula, charge and spin), kJ/mol: 223.41
Gap between HOMO and LUMO, eV: 8.35



No. 7
The following is a quantum chemistry calculation of C5H11NO2 in the gas phase in a non-equilibrium geometry, from the OMol25 dataset.

The geometry in XYZ format:
```
19
C5H11NO2 (ωB97M-V/def2-TZVPD)
C -0.850 1.638 -1.870
C 0.394 1.997 -1.030
O 0.647 3.185 -0.966
N 1.170 0.994 -0.573
C 0.819 -0.411 -0.346
C -0.336 -0.511 0.706
C 0.061 -1.678 1.707
O -1.056 -2.603 1.683
H -1.416 2.540 -2.071
H -0.572 1.004 -2.714
H -1.547 0.986 -1.319
H 2.030 1.303 -0.147
H 0.670 -0.919 -1.306
H 1.747 -0.815 0.076
H -1.271 -0.790 0.231
H -0.371 0.356 1.349
H 0.430 -1.287 2.656
H 0.902 -2.285 1.376
H -1.450 -2.705 2.559
```

Computed properties:
Net charge: 0
Molar mass, g/mol: 117.1
Relative energy (zero: lowest compared OMol25 entry of this formula, charge and spin), kJ/mol: 136.90
Gap between HOMO and LUMO, eV: 10.20



No. 8
The following is a quantum chemistry calculation of a molecular structure, C5H11NO2 in a non-equilibrium geometry, from the OMol25 dataset.

The geometry in XYZ format:
```
19
C5H11NO2 (ωB97M-V/def2-TZVPD)
C 0.326 1.552 0.762
C 0.590 0.046 0.956
N 1.937 -0.531 0.868
C -1.073 1.416 2.867
C 1.531 -1.186 -0.186
C -0.794 -0.738 -2.005
O -1.643 -1.259 -1.257
O -0.369 0.443 -1.964
H 1.166 2.144 1.108
H -0.589 1.721 1.640
H 0.020 1.898 -0.241
H -0.291 -0.483 0.543
H 0.351 -0.154 2.013
H -0.676 2.271 3.418
H -2.143 1.607 2.757
H -0.976 0.482 3.423
H 1.712 -0.793 -1.181
H 1.099 -2.194 -0.242
H -0.230 -1.464 -2.672
```

Computed properties:
Net charge: 0
Molar mass, g/mol: 117.1
Relative energy (zero: lowest compared OMol25 entry of this formula, charge and spin), kJ/mol: 1020.40
Gap between HOMO and LUMO, eV: 4.81



No. 9
The following is a quantum chemistry calculation of 3 unconnected molecules or ions with the total composition C5H11NO2 in a non-equilibrium geometry, from the OMol25 dataset.

The geometry in XYZ format:
```
19
C5H11NO2 (ωB97M-V/def2-TZVPD)
C 0.314 0.530 2.385
C -0.309 -1.418 -2.825
C 1.071 -1.212 -3.003
O -0.763 -2.097 -1.878
C 0.052 0.972 1.087
N -0.674 1.966 0.640
C -1.334 2.777 1.629
O 1.148 -2.964 -0.146
H 0.267 1.220 3.222
H 1.010 -0.281 2.546
H -0.983 -0.889 -3.503
H 1.818 -1.434 -2.252
H 0.464 -2.447 -0.621
H 1.340 -0.442 -3.718
H 0.570 -3.629 0.276
H 0.596 0.368 0.360
H -0.762 2.956 2.551
H -2.228 2.275 2.018
H -1.598 3.749 1.232
```

Computed properties:
Net charge: 0
Molar mass, g/mol: 117.1
Relative energy (zero: lowest compared OMol25 entry of this formula, charge and spin), kJ/mol: 759.64
Gap between HOMO and LUMO, eV: 2.68



No. 10
The following is a quantum chemistry calculation of a molecular structure, C5H11NO2 in a non-equilibrium geometry, from the OMol25 dataset.

The geometry in XYZ format:
```
19
C5H11NO2 (ωB97M-V/def2-TZVPD)
C 1.068 -1.596 -0.719
C -1.339 -0.109 -1.541
C -0.985 1.601 0.271
N 1.397 -0.055 1.072
C 0.695 -0.278 -0.074
C -0.502 0.339 -0.382
O 1.407 1.231 1.546
O 0.371 -1.061 2.101
H 2.354 1.415 1.639
H 0.193 -0.779 3.012
H 1.870 -2.083 -0.162
H 0.231 -2.297 -0.697
H 1.398 -1.447 -1.751
H -0.890 0.112 -2.514
H -1.605 -1.165 -1.539
H -0.412 2.465 -0.079
H -0.903 1.528 1.356
H -2.041 1.773 0.047
H -2.305 0.406 -1.585
```

Computed properties:
Net charge: 0
Molar mass, g/mol: 117.1
Relative energy (zero: lowest compared OMol25 entry of this formula, charge and spin), kJ/mol: 550.14
Gap between HOMO and LUMO, eV: 8.88



Which of these has the highest relative energy (zero: lowest compared OMol25 entry of this formula, charge and spin)?
number 8